Entry 1:
This record from the Open Molecules 2025 dataset describes one molecule with the formula C2H4O3S2. The level of theory is ωB97M-V with the def2-TZVPD basis set.

HOMO, Ha: -0.32531
Relative energy (zero: lowest compared OMol25 entry of this formula, charge and spin), eV: 3.721
Spin multiplicity: 1
Total charge: 0
HOMO-LUMO gap, eV: 8.33

Positions of all 11 atoms, in Å:
C1 0.996 1.276 0.024
C2 0.182 -0.711 0.571
O1 -1.475 -0.307 -1.381
O2 -2.331 0.382 0.747
O3 -0.346 1.583 -0.150
S1 0.482 -2.237 -0.101
S2 -1.199 0.196 -0.090
H1 1.491 1.861 0.949
H2 1.571 0.978 -0.781
H3 0.566 -0.763 1.595
H4 0.064 -2.259 -1.383

Results of the Mulliken charge analysis, in e, for atoms 1 through 4: -0.37 -0.26 -0.58 -0.56

---

Entry 2:
This record from the Open Molecules 2025 dataset describes a 2-piece molecular cluster, C2H4O4 overall. The level of theory is ωB97M-V with the def2-TZVPD basis set.

HOMO, Ha: -0.39936
Relative energy (zero: lowest compared OMol25 entry of this formula, charge and spin), eV: 1.229
Spin multiplicity: 1
Total charge: 0
SMILES string: O=CO.O=CO
HOMO-LUMO gap, eV: 11.30

Positions of all 10 atoms, in Å:
O1 2.122 4.347 0.541
C1 2.485 4.031 -0.585
O2 3.665 3.427 -0.750
H1 1.902 4.095 -1.525
H2 3.812 3.234 -1.716
O3 -1.722 -4.651 1.742
C2 -2.616 -4.167 1.024
O4 -2.730 -2.860 0.630
H3 -3.482 -4.771 0.688
H4 -3.436 -2.684 -0.050

Results of the Mulliken charge analysis, in e, for atoms 1 through 4: -0.47 0.31 -0.40 0.21

---

Entry 3:
This record from the Open Molecules 2025 dataset describes one molecule with the formula C2H4O4. The level of theory is ωB97M-V with the def2-TZVPD basis set.

HOMO, Ha: -0.25834
Relative energy (zero: lowest compared OMol25 entry of this formula, charge and spin), eV: 3.138
Spin multiplicity: 1
Total charge: 0
SMILES string: OC(O)=C(O)O
HOMO-LUMO gap, eV: 7.58

Positions of all 10 atoms, in Å:
O1 -1.620 0.729 -0.842
C1 -0.487 0.711 -0.146
O2 0.217 1.841 0.056
C2 0.122 -0.604 0.307
O3 1.476 -0.488 0.796
O4 -0.410 -1.833 0.160
H1 -2.020 1.560 -0.836
H2 1.248 1.665 0.040
H3 1.855 -1.316 1.199
H4 -0.382 -2.265 -0.735

Results of the Mulliken charge analysis, in e, for atoms 1 through 4: -0.43 0.26 -0.53 0.40

---

Entry 4:
This record from the Open Molecules 2025 dataset describes one molecule with the formula C2H4O4. The level of theory is ωB97M-V with the def2-TZVPD basis set.

HOMO, Ha: -0.38993
Relative energy (zero: lowest compared OMol25 entry of this formula, charge and spin), eV: 6.896
Spin multiplicity: 1
Total charge: 0
SMILES string: COOOC=O
HOMO-LUMO gap, eV: 10.60

Positions of all 10 atoms, in Å:
C1 1.522 0.068 0.338
O1 0.762 -0.100 -0.828
O2 -0.343 0.962 -1.245
O3 -1.447 0.155 -1.192
C2 -1.757 -0.355 0.066
O4 -1.536 0.152 1.111
H1 2.259 -0.739 0.337
H2 2.054 1.027 0.298
H3 0.917 0.032 1.251
H4 -2.431 -1.203 -0.137

Results of the Mulliken charge analysis, in e, for atoms 1 through 4: -0.43 -0.27 -0.05 -0.14

---

Entry 5:
This record from the Open Molecules 2025 dataset describes a 2-piece molecular cluster, C2H4O4Si overall. The level of theory is ωB97M-V with the def2-TZVPD basis set.

HOMO, Ha: -0.35234
Relative energy (zero: lowest compared OMol25 entry of this formula, charge and spin), eV: 0.972
Spin multiplicity: 1
Total charge: 0
SMILES string: O=[Si](O)O.C=C=O
HOMO-LUMO gap, eV: 9.59

Positions of all 11 atoms, in Å:
O1 -0.183 -0.174 1.860
Si1 0.208 1.177 1.311
O2 -0.638 2.186 0.435
O3 1.610 1.896 1.592
H1 -1.270 2.037 -0.290
H2 2.087 2.392 0.964
C1 -0.707 -2.337 -1.155
C2 0.135 -1.398 -1.311
O4 0.848 -0.464 -1.357
H3 -0.917 -2.410 -0.081
H4 -1.172 -2.904 -1.969

Results of the Mulliken charge analysis, in e, for atoms 1 through 4: -0.61 0.79 -0.45 -0.41

---

Entry 6:
This record from the Open Molecules 2025 dataset describes C2H4ORu as an isolated structure. The level of theory is ωB97M-V with the def2-TZVPD basis set.

HOMO (spin up / spin down), Ha: -0.70114 / -0.82486
Expectation value of S²: 12.005
Relative energy (zero: lowest compared OMol25 entry of this formula, charge and spin), eV: 0.000
Spin multiplicity: 7
Total charge: +2
HOMO-LUMO gap (spin up / spin down), eV: 8.18 / 7.57

Positions of all 8 atoms, in Å:
O1 -1.140 -0.773 0.587
Ru1 -1.295 -2.700 0.198
C1 -0.574 0.261 0.276
C2 0.699 0.425 -0.425
H1 1.482 -0.128 0.116
H2 0.643 0.102 -1.469
H3 -0.738 1.270 0.860
H4 0.923 1.543 -0.144

Results of the Mulliken charge analysis, in e, for atoms 1 through 4: -0.24 1.29 0.42 -0.91

---

Entry 7:
This record from the Open Molecules 2025 dataset describes one molecule with the formula C2H4OS. The level of theory is ωB97M-V with the def2-TZVPD basis set.

HOMO, Ha: -0.36907
Relative energy (zero: lowest compared OMol25 entry of this formula, charge and spin), eV: 0.340
Spin multiplicity: 1
Total charge: 0
SMILES string: CC(=O)S
HOMO-LUMO gap, eV: 10.68

Positions of all 8 atoms, in Å:
C1 -0.782 -0.388 0.002
C2 0.225 0.758 -0.083
O1 -0.196 1.918 0.005
S1 2.076 0.467 0.005
H1 -0.532 -1.258 -0.596
H2 -0.721 -0.718 1.050
H3 -1.762 0.056 -0.246
H4 1.692 -0.833 -0.138

Results of the Mulliken charge analysis, in e, for atoms 1 through 4: -0.97 0.58 -0.48 -0.19

---

Entry 8:
This record from the Open Molecules 2025 dataset describes one molecule with the formula C2H4OS. The level of theory is ωB97M-V with the def2-TZVPD basis set.

HOMO, Ha: -0.34448
Relative energy (zero: lowest compared OMol25 entry of this formula, charge and spin), eV: 2.080
Spin multiplicity: 1
Total charge: 0
SMILES string: S[C@H]1CO1
HOMO-LUMO gap, eV: 10.25

Positions of all 8 atoms, in Å:
S1 1.947 -0.002 -0.044
C1 0.239 -0.102 0.592
C2 -0.899 -0.179 -0.494
O1 -0.467 -1.239 0.304
H1 1.920 1.337 -0.238
H2 -0.060 0.194 1.624
H3 -1.966 0.225 -0.151
H4 -0.713 -0.233 -1.593

Results of the Mulliken charge analysis, in e, for atoms 1 through 4: -0.24 -0.07 -0.27 -0.33

---

Entry 9:
This record from the Open Molecules 2025 dataset describes one molecule with the formula C2H4OS2. The level of theory is ωB97M-V with the def2-TZVPD basis set.

HOMO, Ha: -0.33471
Relative energy (zero: lowest compared OMol25 entry of this formula, charge and spin), eV: 2.097
Spin multiplicity: 1
Total charge: 0
SMILES string: OC(=S)CS
HOMO-LUMO gap, eV: 9.12

Positions of all 9 atoms, in Å:
O1 -0.400 1.465 -0.518
C1 -0.732 0.195 -0.151
S1 -2.050 -0.609 -0.476
C2 0.453 -0.170 0.690
S2 1.751 -0.294 -0.645
H1 -1.550 1.742 -0.539
H2 0.509 -1.320 1.083
H3 0.645 0.627 1.571
H4 1.374 -1.637 -1.015

Results of the Mulliken charge analysis, in e, for atoms 1 through 4: -0.43 0.36 -0.29 -0.53

---

Entry 10:
This record from the Open Molecules 2025 dataset describes one molecule with the formula C2H4OS2. The level of theory is ωB97M-V with the def2-TZVPD basis set.

HOMO, Ha: -0.32710
Relative energy (zero: lowest compared OMol25 entry of this formula, charge and spin), eV: 2.348
Spin multiplicity: 1
Total charge: 0
SMILES string: OC(=S)CS
HOMO-LUMO gap, eV: 8.82

Positions of all 9 atoms, in Å:
O1 -0.788 -1.401 0.467
C1 -0.743 -0.030 0.566
S1 -1.790 0.887 1.351
C2 0.108 0.658 -0.257
S2 1.180 -0.441 -1.001
H1 -0.292 -1.760 -0.096
H2 0.533 1.335 0.478
H3 -0.469 1.079 -1.244
H4 2.262 -0.327 -0.263

Results of the Mulliken charge analysis, in e, for atoms 1 through 4: -0.37 0.29 -0.28 -0.25

---

Entry 11:
This record from the Open Molecules 2025 dataset describes one molecule with the formula C2H4OS2. The level of theory is ωB97M-V with the def2-TZVPD basis set.

HOMO, Ha: -0.32521
Relative energy (zero: lowest compared OMol25 entry of this formula, charge and spin), eV: 0.194
Spin multiplicity: 1
Total charge: 0
SMILES string: OC(=S)CS
HOMO-LUMO gap, eV: 9.11

Positions of all 9 atoms, in Å:
O1 0.625 1.573 -0.076
C1 0.999 0.310 0.020
S1 2.513 -0.241 0.048
C2 -0.166 -0.717 -0.198
S2 -1.842 -0.053 0.003
H1 -0.341 1.595 -0.365
H2 0.089 -1.538 0.473
H3 -0.124 -1.069 -1.237
H4 -1.754 0.140 1.332

Results of the Mulliken charge analysis, in e, for atoms 1 through 4: -0.42 0.41 -0.28 -0.60

---

Entry 12:
This record from the Open Molecules 2025 dataset describes one molecule with the formula C2H4OS2. The level of theory is ωB97M-V with the def2-TZVPD basis set.

HOMO, Ha: -0.32029
Relative energy (zero: lowest compared OMol25 entry of this formula, charge and spin), eV: 1.828
Spin multiplicity: 1
Total charge: 0
HOMO-LUMO gap, eV: 8.87

Positions of all 9 atoms, in Å:
C1 0.751 -0.711 -0.187
C2 0.403 0.725 0.127
O1 -2.392 1.145 0.488
S1 -0.949 -1.572 0.097
S2 -1.480 0.464 -0.338
H1 0.847 -0.989 -1.166
H2 1.313 -1.385 0.454
H3 0.609 0.996 1.086
H4 0.898 1.327 -0.561

Results of the Mulliken charge analysis, in e, for atoms 1 through 4: -0.57 -0.54 -0.47 -0.15

---

Entry 13:
This record from the Open Molecules 2025 dataset describes one molecule with the formula C2H4OS2. The level of theory is ωB97M-V with the def2-TZVPD basis set.

HOMO (spin up / spin down), Ha: -0.28897 / -0.25086
Relative energy (zero: lowest compared OMol25 entry of this formula, charge and spin), eV: 5.109
Spin multiplicity: 1
Total charge: 0
HOMO-LUMO gap (spin up / spin down), eV: 8.41 / 6.64

Positions of all 9 atoms, in Å:
C1 -0.392 -1.115 0.027
C2 -0.363 1.640 -0.557
O1 -0.013 0.111 -0.293
S1 0.807 -2.256 0.814
S2 1.115 2.542 -0.626
H1 -1.346 -1.616 -0.073
H2 -1.141 1.853 -1.272
H3 -0.238 -2.987 1.599
H4 1.570 1.827 0.382

Results of the Mulliken charge analysis, in e, for atoms 1 through 4: -0.12 -0.18 -0.32 -0.20

---

Entry 14:
This record from the Open Molecules 2025 dataset describes a 2-piece molecular cluster, C2H4OS2 overall. The level of theory is ωB97M-V with the def2-TZVPD basis set.

HOMO (spin up / spin down), Ha: -0.23760 / -0.35249
Expectation value of S²: 2.006
Relative energy (zero: lowest compared OMol25 entry of this formula, charge and spin), eV: 2.108
Spin multiplicity: 3
Total charge: 0
HOMO-LUMO gap (spin up / spin down), eV: 7.32 / 6.81

Positions of all 9 atoms, in Å:
C1 1.690 -0.298 -0.417
C2 0.948 0.799 0.113
O1 0.723 -0.478 0.605
S1 0.730 2.308 0.519
S2 -2.535 -0.079 -0.175
H1 1.477 -0.566 -1.438
H2 2.726 -0.538 -0.107
H3 -1.972 -0.965 0.580
H4 -3.787 -0.184 0.322

Results of the Mulliken charge analysis, in e, for atoms 1 through 4: 0.03 0.07 -0.33 -0.18

---

Entry 15:
This record from the Open Molecules 2025 dataset describes one molecule with the formula C2H4P2S. The level of theory is ωB97M-V with the def2-TZVPD basis set.

HOMO (spin up / spin down), Ha: -0.30206 / -0.30326
Relative energy (zero: lowest compared OMol25 entry of this formula, charge and spin), eV: 2.520
Spin multiplicity: 1
Total charge: 0
HOMO-LUMO gap (spin up / spin down), eV: 7.39 / 7.36

Positions of all 9 atoms, in Å:
C1 -0.249 -0.665 0.235
C2 -0.304 0.707 -0.257
P1 -2.745 -1.452 -0.358
P2 -3.494 0.379 -0.020
S1 -1.855 1.591 0.475
H1 -0.080 -1.539 -0.331
H2 -0.593 -0.826 1.155
H3 0.404 1.262 0.342
H4 -0.278 0.898 -1.420

Results of the Mulliken charge analysis, in e, for atoms 1 through 4: -1.14 -0.32 0.01 0.06

---

Entry 16:
This record from the Open Molecules 2025 dataset describes a 2-piece molecular cluster, C2H4P2S overall. The level of theory is ωB97M-V with the def2-TZVPD basis set.

HOMO, Ha: -0.33151
Relative energy (zero: lowest compared OMol25 entry of this formula, charge and spin), eV: 1.877
Spin multiplicity: 1
Total charge: 0
SMILES string: P#P=S.C=C
HOMO-LUMO gap, eV: 8.48

Positions of all 9 atoms, in Å:
P1 -2.208 1.900 0.048
P2 -2.106 -0.016 0.013
S1 -2.019 -1.938 -0.042
C1 0.888 0.555 -0.334
C2 1.220 -0.534 0.331
H1 1.060 1.543 0.064
H2 0.448 0.505 -1.319
H3 1.057 -1.520 -0.074
H4 1.661 -0.494 1.314

Results of the Mulliken charge analysis, in e, for atoms 1 through 4: -0.09 0.41 -0.30 -0.79

---

Entry 17:
This record from the Open Molecules 2025 dataset describes a 2-piece molecular cluster, C2H4S3 overall. The level of theory is ωB97M-V with the def2-TZVPD basis set.

HOMO (spin up / spin down), Ha: -0.32157 / -0.30775
Relative energy (zero: lowest compared OMol25 entry of this formula, charge and spin), eV: 4.898
Spin multiplicity: 1
Total charge: 0
HOMO-LUMO gap (spin up / spin down), eV: 7.74 / 7.91

Positions of all 9 atoms, in Å:
C1 2.389 0.125 0.010
C2 -0.823 -0.681 0.230
S1 3.194 -0.971 -1.017
S2 3.770 -0.542 0.938
S3 2.354 1.854 -0.159
H1 -1.536 -0.812 0.928
H2 -0.409 0.427 0.124
H3 -0.228 -1.429 -0.064
H4 3.110 2.186 0.922

Results of the Mulliken charge analysis, in e, for atoms 1 through 4: 0.21 -0.73 -0.09 -0.16

---

Entry 18:
This record from the Open Molecules 2025 dataset describes C2H5AlO3 as an isolated structure. The level of theory is ωB97M-V with the def2-TZVPD basis set.

HOMO, Ha: -0.73536
Relative energy (zero: lowest compared OMol25 entry of this formula, charge and spin), eV: 1.238
Spin multiplicity: 1
Total charge: +2
HOMO-LUMO gap, eV: 7.65

Positions of all 11 atoms, in Å:
H1 -0.916 0.513 2.531
O1 0.626 0.981 1.319
O2 1.276 -0.218 1.577
C1 -0.592 1.075 1.648
H2 -0.999 2.080 1.507
Al1 1.765 -0.587 0.044
O3 1.037 -0.836 -1.302
C2 -0.237 -0.764 -1.784
H3 -0.280 -0.482 -2.853
H4 -0.765 -1.725 -1.635
H5 -0.916 -0.038 -1.051

Results of the Mulliken charge analysis, in e, for atoms 1 through 4: 0.33 0.02 0.05 0.14

---

Entry 19:
This record from the Open Molecules 2025 dataset describes one molecule with the formula C2H5BO. The level of theory is ωB97M-V with the def2-TZVPD basis set.

HOMO, Ha: -0.38613
Relative energy (zero: lowest compared OMol25 entry of this formula, charge and spin), eV: 3.921
Spin multiplicity: 1
Total charge: 0
HOMO-LUMO gap, eV: 10.35

Positions of all 9 atoms, in Å:
B1 -1.463 0.587 -0.341
C1 -0.097 -0.037 -0.015
C2 1.310 -0.408 0.037
O1 -1.046 -0.180 1.067
H1 -1.426 1.762 -0.368
H2 -2.066 -0.180 -0.866
H3 1.279 -1.478 0.572
H4 1.803 -0.243 -0.990
H5 1.707 0.176 0.903

Results of the Mulliken charge analysis, in e, for atoms 1 through 4: 0.21 0.40 -0.80 -0.46

---

Entry 20:
This record from the Open Molecules 2025 dataset describes one molecule with the formula C2H5BO2. The level of theory is ωB97M-V with the def2-TZVPD basis set.

HOMO, Ha: -0.33088
Relative energy (zero: lowest compared OMol25 entry of this formula, charge and spin), eV: 2.350
Spin multiplicity: 1
Total charge: 0
SMILES string: C=C(O)BO
HOMO-LUMO gap, eV: 9.43

Positions of all 10 atoms, in Å:
C1 -0.559 1.119 -1.046
C2 -0.711 0.312 -0.006
O1 -1.616 0.549 1.004
B1 0.404 -0.871 0.274
O2 0.832 -0.741 1.521
H1 -1.169 1.973 -1.211
H2 0.280 0.948 -1.636
H3 -1.087 0.244 1.816
H4 1.025 -1.649 -0.375
H5 1.618 -1.174 1.648

Results of the Mulliken charge analysis, in e, for atoms 1 through 4: -0.84 0.45 -0.52 0.29